1.
A 10-piece molecular cluster, C37H59N8O13S2 overall at a distorted geometry. Source: the Open Molecules 2025 dataset; level of theory: ωB97M-V/def2-TZVPD.

Geometry as ORCA input:
```
! wB97M-V def2-TZVPD RIJCOSX def2/J DEFGRID3
* xyz 1 1
H -2.92 0.22 -3.69
H 8.08 -0.32 4.23
C -1.07 -4.15 -0.86
H 2.83 2.83 -2.64
C -2.62 3.50 -0.05
H 6.20 0.62 5.43
H -0.59 -3.19 -0.67
H 0.91 4.89 -5.43
C 0.81 -4.75 1.95
C 7.30 0.35 2.32
H -5.28 4.02 -4.04
H -2.65 -1.70 3.01
C -0.77 -0.26 0.32
C 5.16 1.27 2.30
C -3.19 3.09 -2.31
H 4.20 3.73 -3.35
C -1.28 -4.34 -2.39
C -1.16 3.13 3.49
H 8.12 -0.04 1.72
O -2.39 -4.18 -0.31
S -5.24 -3.18 3.53
H 0.54 -7.72 3.44
H 4.31 -4.38 -3.98
H 3.32 1.26 -1.04
H -1.38 -5.36 -2.75
C 5.13 1.21 3.68
C 1.66 -0.48 1.06
N -4.49 3.48 -2.12
H 4.77 1.30 -0.04
H -2.11 -0.06 -2.25
H 0.90 4.17 -2.47
C -3.94 4.03 0.14
N 4.08 -3.61 -3.37
H 0.65 4.23 5.26
H -2.95 2.66 -3.27
N 0.46 3.36 -2.88
O -2.46 -3.76 -2.71
O -1.09 -1.29 -5.04
H 4.60 -2.76 -3.53
O -5.46 -1.64 3.02
C -0.99 -0.75 -3.92
C 0.01 4.77 -4.83
O -3.87 -3.34 2.55
H -4.25 4.31 1.13
H -3.04 2.69 2.63
H -0.40 -4.90 -0.43
H -5.81 4.46 -0.86
O -4.60 -3.25 -1.18
H -0.94 -0.66 1.32
C -0.66 -4.63 3.74
H 0.22 -0.14 -2.40
C 0.06 -3.93 2.78
C 3.78 3.33 -2.42
H -1.53 0.49 0.08
H 0.97 -0.64 -3.87
H 0.38 1.23 1.17
O 1.02 0.97 -0.85
H -1.34 -4.12 4.39
C 4.70 2.57 -1.56
H -1.28 2.54 -1.34
H -2.87 -1.45 -3.23
S -3.58 -4.25 -1.48
O -4.79 -3.24 4.93
C -4.85 3.97 -0.92
H 1.99 -1.28 0.41
H -0.95 -6.54 4.78
C -0.51 -6.02 3.94
C 0.61 0.47 0.42
H 1.31 -4.33 1.08
C 3.19 -3.90 -2.50
C -1.72 3.53 1.08
H 1.44 4.36 1.99
H 1.21 2.55 4.73
C 0.41 4.06 2.10
N 4.22 1.65 -0.81
H -4.39 -0.26 1.98
C -3.27 -2.10 2.20
H -0.70 -1.09 -0.39
H 1.16 -0.97 1.90
H 1.94 4.10 4.09
H 1.83 -3.15 -1.04
H 2.57 0.07 1.31
H -1.39 2.64 4.42
H 0.24 5.58 -4.14
H 0.53 2.42 -2.52
C -2.06 3.06 2.35
H -0.05 4.33 0.03
O -3.96 -5.68 -1.61
N 0.07 3.61 3.32
H -2.72 -2.41 1.31
H -5.33 2.27 -3.62
C -5.48 3.29 -3.26
H 2.51 -1.82 -1.94
C 7.33 0.23 3.68
C 2.72 -2.82 -1.57
N 1.04 -6.00 2.16
H 3.39 4.16 -1.84
C 1.05 3.60 4.47
C -0.47 4.05 0.98
H 4.48 1.94 1.81
H -0.05 -2.88 2.52
C -4.56 -1.33 1.95
H -6.47 3.52 -2.89
C 0.41 -6.69 3.15
H -0.96 4.95 -5.30
C -0.05 3.46 -4.04
C 6.21 0.68 4.35
H -4.95 -1.52 0.95
N 0.14 -0.60 -3.30
H 4.34 1.72 4.21
O -0.69 2.50 -4.58
O -6.33 -4.05 3.09
H 3.53 -2.76 -0.84
H -0.40 -3.85 -2.81
C -2.27 2.97 -1.25
C -2.29 -0.53 -3.22
N 6.24 0.78 1.61
O 5.88 2.82 -1.68
O 2.73 -5.04 -2.37
*
```

Output
* calculated total energy: -3657.3649 Eh
* LUMO: -0.202 Ha
* gap between HOMO and LUMO: 4.53 eV
* highest occupied orbital energy: -10.027 eV

2.
C28H38BiBrN7O3S as an isolated structure at a distorted geometry. Source: the Open Molecules 2025 dataset; level of theory: ωB97M-V/def2-TZVPD.

Geometry as ORCA input:
```
! wB97M-V def2-TZVPD RIJCOSX def2/J DEFGRID3
* xyz 1 1
H 3.82 6.74 0.65
H 0.41 0.40 2.50
C 0.98 4.69 1.63
C 2.47 0.80 0.84
C -5.35 -0.40 -0.35
C -2.86 -0.73 -2.66
C -3.50 0.88 -1.07
H -2.98 -1.17 0.69
H -1.00 -6.60 -1.07
H -3.29 1.34 -0.09
N -4.29 -0.97 -2.92
C 0.59 -3.05 1.32
N 0.75 2.50 0.63
N 5.49 4.86 1.58
N -4.63 -1.68 -0.61
H -2.73 -2.40 -0.49
C 4.58 1.60 1.56
H 4.95 3.30 -2.73
H -2.44 0.05 -3.25
N -2.69 -0.32 -1.26
O -1.28 0.28 1.31
C 3.76 0.55 1.12
Br 2.64 4.54 -3.80
C -3.27 -1.43 -0.36
S 0.91 -2.65 -0.43
C -4.78 -2.00 -2.03
H -0.75 3.88 0.58
H 4.23 -0.44 1.03
C 3.41 5.95 -1.40
C 2.27 4.43 1.93
H 0.47 5.60 1.81
H -5.90 -2.00 -2.14
H -4.64 1.03 -3.28
C -0.79 -3.50 1.68
H 0.79 -2.14 1.85
C 0.25 3.71 0.90
H -5.01 -0.19 0.65
H 2.85 5.18 2.50
C 2.86 3.22 1.56
H 6.11 3.29 -0.38
C 5.30 3.94 -0.68
C 3.76 4.90 -2.23
N 5.21 3.82 2.17
H 1.31 -3.81 1.65
H 0.43 -7.54 -0.78
C -0.77 -3.67 3.19
C 0.21 -4.11 -1.21
C 0.07 -6.65 -1.30
H 0.15 -6.98 -2.30
C 4.02 5.99 -0.10
N -4.94 0.67 -1.26
H 5.68 1.35 1.72
C -5.08 0.25 -2.71
H -0.86 -4.05 -0.98
C 4.75 4.01 -1.92
H -2.26 -1.67 -2.77
H -0.94 -0.51 3.13
H 2.62 6.70 -1.62
O 1.57 -0.10 0.47
C 2.02 2.14 1.06
H 1.84 -5.59 -1.00
H 0.34 -4.02 -2.34
C 4.90 5.00 0.23
H -1.64 -4.17 3.47
H -4.40 -3.00 -2.21
C 4.23 2.90 1.72
H -0.75 -2.69 3.65
H 0.74 -5.45 0.34
Bi -0.30 0.61 -0.48
H -1.50 -2.66 1.43
H -6.12 0.20 -3.03
H -1.17 -4.39 1.18
O -0.20 -1.68 -0.82
H -6.42 -0.49 -0.34
C -0.70 0.42 2.60
H -1.14 1.29 3.23
H -3.27 1.55 -1.89
H 0.10 -4.26 3.52
C 0.81 -5.40 -0.75
*
```

Output
* calculated total energy: -4885.2450 Eh
* LUMO: -0.112 Ha
* energy relative to the best compared isomer or geometry (same formula, charge and spin): 1.3726 eV
* gap between HOMO and LUMO: 7.30 eV
* highest occupied orbital energy: -10.342 eV

3.
A 6-piece molecular cluster, C34H57Br4F6N2O23PS5 overall at a distorted geometry. Source: the Open Molecules 2025 dataset; level of theory: ωB97M-V/def2-TZVPD.

Geometry as ORCA input:
```
! wB97M-V def2-TZVPD RIJCOSX def2/J DEFGRID3
* xyz 0 1
S -6.00 6.40 -0.27
Br -0.63 1.20 5.77
H 2.80 -1.66 -2.27
H 7.40 -0.97 1.41
H -8.86 8.09 0.49
H -7.84 8.76 -1.90
O 0.26 -4.96 -2.91
H 7.87 0.19 0.10
H -1.27 7.96 0.34
C 1.38 2.87 -1.04
H -2.67 -8.25 -4.59
H -2.90 1.77 4.36
H -0.82 -0.49 3.93
C 0.67 0.46 1.93
O -4.74 6.84 0.21
H 7.47 0.79 2.94
C 2.28 -1.29 -0.06
H -3.16 0.01 4.21
O -6.41 7.30 -1.54
C 3.05 1.45 1.67
C -0.12 -6.60 -1.30
O 1.57 -0.99 3.78
C 0.87 2.31 0.32
C -2.24 8.34 0.67
S -5.87 -9.97 -3.38
N 2.89 0.59 2.87
O 1.40 -2.24 -0.69
C -0.67 4.43 -1.15
C 4.32 3.27 3.11
H -7.67 -9.29 -1.18
F -1.07 4.58 0.13
C -1.37 -2.58 1.48
H 4.64 -0.65 0.96
C 8.29 0.90 2.19
C -6.68 -9.73 -1.04
Br -1.29 6.00 -2.17
H 5.65 1.07 2.02
H -2.88 1.02 2.71
H -0.17 1.95 0.16
F -1.30 -2.85 0.16
H 0.80 3.16 1.03
S -1.78 9.45 2.85
H 4.50 2.03 -0.72
C 1.72 1.07 0.90
H 7.48 3.04 3.53
O -6.64 -11.27 -2.80
C 8.38 2.35 1.59
P 4.69 0.76 1.01
C -7.82 8.05 0.15
C -2.98 -8.17 -6.74
H 8.47 4.25 2.61
H 5.78 4.69 3.85
H -2.20 -7.52 -7.14
O -5.79 -9.15 -1.98
H 4.01 3.34 0.98
O -2.77 10.20 3.54
C 2.00 0.28 -0.41
C 0.89 4.35 -1.30
F -2.60 -2.14 1.81
C -1.07 0.58 3.92
C -0.42 -0.49 1.31
H -7.59 -11.71 -1.00
C 7.71 3.44 2.52
H -0.89 -7.15 -0.75
C -0.63 -5.28 -1.83
H 2.48 2.91 -1.09
H 6.08 3.43 1.03
C 5.32 4.44 2.86
H 3.44 -2.96 -0.99
C -2.83 7.48 1.76
H 2.85 0.63 -1.02
C -2.61 0.87 3.77
H -8.44 7.10 -1.69
H -3.89 7.69 1.90
H 3.37 0.84 3.72
O -2.04 9.63 1.26
O -7.15 6.93 0.73
O 0.29 -7.34 -2.45
O -0.03 -6.55 -4.76
H 1.10 0.17 -1.07
O -0.36 -1.81 1.91
Br 0.74 2.81 3.82
H 7.90 2.32 0.58
O 2.18 -6.30 -3.65
C 6.44 4.10 1.84
H -0.27 -0.66 0.22
H 9.11 -0.79 0.94
O -6.76 -9.28 -4.25
O -3.40 -10.02 -5.38
H 2.55 3.64 1.93
H 2.72 -1.53 0.95
H 3.61 3.60 3.91
H -7.30 8.96 0.46
C -6.69 -11.21 -1.37
H -2.69 6.42 1.58
F 1.21 4.63 -2.62
C 3.41 2.96 1.84
H -0.63 -4.50 -1.08
H -5.81 -11.71 -0.98
S -3.83 -10.50 -6.85
C 1.68 -0.13 2.97
C 2.78 -2.14 -1.29
H 9.45 2.60 1.40
H -3.89 -7.60 -6.59
H -1.64 -5.38 -2.25
O -3.26 -9.23 -7.67
N 5.20 1.38 -0.37
O -5.25 -10.47 -6.92
H -1.52 -9.22 -5.54
C -7.72 7.84 -1.34
H -2.91 8.42 -0.19
S 0.76 -6.32 -3.61
O -0.39 9.61 3.10
C -2.55 -8.88 -5.47
O -2.14 7.89 2.96
H -6.35 -9.54 -0.02
O -6.27 5.04 -0.57
H -1.44 -0.05 1.38
H 4.71 5.31 2.50
C -0.21 1.42 2.82
H -0.99 1.95 2.23
O -3.07 -11.64 -7.21
H 6.79 5.03 1.32
F -1.24 -3.78 2.10
C 8.16 -0.22 1.10
H 4.82 2.36 3.52
Br 1.85 5.63 -0.18
O -4.56 -10.34 -3.76
F -1.27 3.34 -1.69
H 0.99 2.30 -1.92
H 9.26 0.71 2.72
H 0.74 -6.46 -0.65
*
```

Output
* calculated total energy: -16397.0104 Eh
* LUMO: 0.000 Ha
* gap between HOMO and LUMO: 8.97 eV
* highest occupied orbital energy: -8.981 eV

4.
C33H19Cl5CoF6N7O5S3 as an isolated structure. Source: the Open Molecules 2025 dataset; level of theory: ωB97M-V/def2-TZVPD.

Geometry as ORCA input:
```
! wB97M-V def2-TZVPD RIJCOSX def2/J DEFGRID3
* xyz 0 5
C -2.30 -2.33 -2.36
H -3.60 -8.35 8.65
Cl -0.56 1.63 -7.75
F 4.74 4.87 -1.02
C -0.25 -0.22 0.62
H -2.31 7.60 -3.77
F 3.49 5.46 -2.68
F 2.60 5.10 -0.75
H 0.16 6.48 -3.88
H -3.59 -6.58 8.63
C 0.28 1.10 -6.35
C 6.27 1.41 0.27
C -1.63 -2.58 1.31
C 0.24 4.46 -3.17
H -3.29 -5.84 2.69
C -1.67 -2.15 -0.06
C 3.55 4.69 -1.59
H -2.89 -3.74 -0.84
S 3.29 2.89 -2.07
O -3.50 -7.56 6.81
S 4.46 1.62 0.04
H 0.54 -0.18 3.92
F 6.77 0.52 -0.59
C -0.94 -1.86 2.25
C -0.98 -0.98 -0.39
C -3.02 -5.75 3.73
C -3.17 -7.48 8.18
C 1.56 0.21 -4.10
N -1.11 -2.55 3.42
C -3.41 -6.70 4.64
O 3.32 2.90 -3.50
C 1.11 1.26 2.46
S -2.20 2.49 -1.00
C -2.21 7.29 -2.73
H -1.37 -3.67 5.84
H 1.69 1.88 3.14
C 1.03 1.62 1.11
C -1.52 3.82 -1.87
H -3.19 7.24 -2.26
C -1.54 5.95 -2.65
H -2.05 -5.35 7.45
F 6.91 2.56 0.12
Cl 3.54 -1.03 -5.49
H -1.52 -0.73 -3.59
C -2.27 -4.64 4.14
N -0.36 3.52 -2.45
Cl -1.77 2.15 -4.95
H 1.52 2.51 0.75
O 4.06 2.65 0.97
Cl 2.34 -0.41 -2.67
H -2.81 -2.82 -3.17
Cl 2.11 0.04 -8.05
C -3.07 -6.57 5.99
C 0.49 0.12 2.88
H -1.60 8.04 -2.22
C -0.22 -0.65 1.95
C -0.33 5.71 -3.30
O 2.01 2.59 -1.43
Co 0.14 1.42 -1.87
C 1.46 0.37 -6.49
C -0.21 1.36 -5.07
N 0.37 0.90 0.22
N 4.49 2.11 -1.48
H 1.18 4.18 -3.66
C -2.35 -2.83 -1.08
C 0.42 0.97 -3.90
F 6.47 0.96 1.51
N -2.21 -3.68 1.87
C -1.94 -4.52 5.48
C -2.33 -5.47 6.41
C 2.11 -0.10 -5.35
H -3.99 -7.56 4.34
N -2.14 5.00 -1.94
N -0.95 -0.50 -1.65
C -1.88 -3.65 3.14
H -2.08 -7.48 8.32
O 3.89 0.31 0.20
C -1.58 -1.15 -2.60
H -0.71 -2.32 4.32
*
```

Output
* calculated total energy: -7505.9968 Eh
* LUMO (alpha / beta): -0.024 / -0.129 Ha
* energy relative to the best compared isomer or geometry (same formula, charge and spin): 0.3597 eV
* gap between HOMO and LUMO (alpha / beta): 7.65 / 4.80 eV
* highest occupied orbital energy (alpha / beta): -8.309 / -8.313 eV